Entry 1:
The following is a DFT calculation (ωB97M-V with the def2-TZVPD basis set) of a 10-piece molecular cluster, C43H54N9O17 overall at a distorted geometry.

```
! RIJCOSX wB97M-V def2-TZVPD def2/J DEFGRID3
* xyz -1 1
C -0.05999 1.03211 -0.39966
O -1.05299 0.32511 -0.46266
O 0.75401 0.94011 -1.46166
O 0.26301 1.67211 0.60334
H 0.17901 0.46911 -2.10366
C 4.64701 -1.55889 -2.26666
C 3.39401 -0.73489 -2.53666
C 3.13601 -0.31289 -3.96566
C 4.16201 -0.63689 -5.03266
C 5.41101 -1.56489 -4.53266
C 5.46901 -2.00989 -3.15666
N 3.98101 -0.26989 -6.41666
O 2.94501 0.52311 -6.72166
O 4.76501 -0.61489 -7.23066
H 4.89001 -1.85789 -1.07366
H 2.54301 -0.45489 -1.82666
H 2.32501 0.26911 -4.28166
H 6.25401 -1.81389 -5.16166
H 6.23101 -2.59689 -2.81666
C -3.12699 -0.70589 3.27134
C -3.72699 -1.49789 4.55734
C -2.79299 -2.30689 5.46234
C -1.32199 -2.35989 5.09234
C -0.78499 -1.74289 3.67634
C -1.77899 -0.84689 2.89734
N -0.35399 -3.04389 5.99134
O 0.68601 -3.38889 5.45134
O -0.68399 -3.32589 7.08134
H -3.51699 -0.04789 2.72234
H -4.84299 -1.52389 4.63034
H -3.25399 -2.76589 6.34334
H 0.13001 -1.95789 3.29834
H -1.30399 -0.34489 2.04334
C -2.22399 -3.19189 -0.50266
C -2.58599 -3.99289 0.83534
C -2.41499 -5.53589 0.88734
C -1.99599 -6.27989 -0.40266
C -1.79299 -5.39689 -1.71766
C -1.85099 -3.86889 -1.66966
N -1.66499 -7.66289 -0.24066
O -1.13699 -8.28189 -1.39266
O -1.69499 -8.23089 0.74834
H -2.56099 -2.21589 -0.43166
H -2.92899 -3.28189 1.59934
H -2.41999 -5.98589 1.96034
H -1.43799 -5.86689 -2.67966
H -1.41499 -3.33089 -2.34066
C 2.64601 -2.60789 0.72834
C 3.93801 -3.50189 0.94434
C 5.05901 -3.02489 1.78334
C 4.79901 -1.68689 2.62234
C 3.58701 -0.80389 2.27834
C 2.52101 -1.35889 1.32834
N 5.85701 -1.29089 3.53134
O 5.51001 -0.51189 4.48934
O 6.93701 -1.78289 3.37934
H 1.81501 -3.07989 0.07134
H 4.15001 -4.45889 0.62334
H 6.01801 -3.60189 2.08834
H 3.51301 0.08511 2.85534
H 1.74501 -0.77489 1.22334
C -5.84999 0.23111 -0.08966
C -7.08599 -0.55989 -0.38966
C -7.10999 -1.45489 -1.64266
C -5.84899 -1.43289 -2.66566
C -4.53899 -0.63089 -2.20866
C -4.64599 0.20011 -0.99566
N -6.00799 -1.99589 -3.99366
O -7.07799 -2.76089 -4.20866
O -4.99599 -1.97289 -4.87666
H -5.73699 0.91611 0.74534
H -7.97499 -0.47789 0.16734
H -7.96499 -1.93389 -2.05866
H -3.52899 -0.47889 -2.48266
H -3.81899 0.65111 -0.59066
C 2.68901 4.49811 0.00334
O 2.38001 5.73811 -0.02966
N 3.80401 4.05011 -0.57866
C 4.08301 2.67911 -0.41566
C 4.56501 4.92311 -1.46166
H 2.14701 3.65011 0.49734
H 3.44301 1.90711 -0.52566
H 4.35601 2.52411 0.58434
H 4.91401 2.43511 -1.10566
H 4.30601 5.90611 -1.34766
H 4.57401 4.64611 -2.48666
H 5.53701 5.04811 -1.21466
C 1.72101 4.13311 5.62134
O 2.49101 4.26111 6.65734
N 1.41201 2.92811 5.17534
C 0.63601 3.03511 3.79934
C 1.73501 1.73911 5.80134
H 1.40401 5.08511 5.08734
H -0.32399 3.44011 3.85434
H 0.35201 2.07311 3.26734
H 1.18001 3.64611 3.21634
H 2.62201 1.08011 5.39734
H 0.87501 1.11111 5.49334
H 1.81001 2.05311 6.84834
C -1.33799 -0.62789 -4.75566
O -0.55799 -0.51289 -3.80466
N -1.34299 0.41411 -5.70266
C -2.10799 0.18511 -6.94966
C -0.46899 1.55911 -5.70866
H -1.89899 -1.52489 -4.75066
H -2.70599 -0.66589 -7.16466
H -1.34399 0.46511 -7.84166
H -2.84699 1.17011 -7.02666
H -0.37799 1.86311 -4.61066
H -1.08299 2.50011 -6.04266
H 0.40401 1.64411 -6.27666
C -2.65799 3.50111 1.59334
O -3.43099 2.95911 2.36834
N -2.37199 4.79111 1.52034
C -1.52499 5.38811 0.56334
C -3.02999 5.65411 2.55034
H -1.97099 2.89611 0.86634
H -1.92599 5.44511 -0.40866
H -0.73199 4.72611 0.63134
H -1.06499 6.31911 0.83334
H -4.02899 5.89811 2.43134
H -2.67699 6.46811 2.95634
H -2.97399 5.17411 3.60734
*
```

- Calculated total energy: -93649.733 eV
- HOMO-LUMO gap: 5.9 eV

Löwdin population analysis, charges in e, atoms 1 to 8:
1 C -0.9207
2 O -0.0385
3 O 0.0331
4 O -0.0501
5 H 0.0660
6 C -0.1082
7 C 0.0154
8 C 0.0475

=====

Entry 2:
The following is a DFT calculation (ωB97M-V with the def2-TZVPD basis set) of C43H55BBrN3O4Sr as an isolated structure.

```
! RIJCOSX wB97M-V def2-TZVPD def2/J DEFGRID3
* xyz -2 1
Sr -1.56055 -0.56701 -2.61360
C 0.90565 0.10295 -3.87437
C 0.36760 1.31811 -3.39634
C -0.78272 1.62142 -4.15130
C -0.96079 0.59664 -5.10742
C 0.08226 -0.34507 -4.93245
C 0.26604 -1.63036 -5.69643
C -2.12293 0.49194 -6.05801
C -1.72389 2.77670 -3.90445
C 0.90444 2.17219 -2.28655
C 2.13123 -0.59446 -3.35345
H -0.02648 -2.51701 -5.12282
H 1.30887 -1.77633 -5.99570
H -0.33264 -1.63145 -6.60942
H -3.04135 0.15082 -5.56864
H -1.90629 -0.19464 -6.87963
H -2.35587 1.46339 -6.50321
H -2.31425 2.66245 -2.99075
H -2.44855 2.85314 -4.71564
H -1.17924 3.72528 -3.84775
H 1.31488 1.57596 -1.46525
H 0.11672 2.79973 -1.87048
H 1.69572 2.84742 -2.62637
H 2.09283 -0.76159 -2.27221
H 3.05374 -0.03444 -3.54860
H 2.24872 -1.57511 -3.81913
O -1.05058 -2.89446 1.15611
C -1.40940 -1.60685 0.78877
O -0.33728 -0.91057 0.09469
C -2.71690 -1.27936 0.52959
C -3.80451 -1.92012 1.22115
C -5.06921 -1.45603 1.04198
C -5.34372 -0.41898 0.12461
C -4.27817 0.04710 -0.61889
N -3.00566 -0.30551 -0.39346
C -4.50602 0.83940 -1.90253
O -5.31025 1.77747 -1.90751
O -3.84052 0.39352 -2.89744
H -1.23807 -3.45016 0.37264
H -3.59790 -2.73602 1.90016
H -5.88208 -1.91722 1.59681
H -6.34654 -0.08584 -0.10057
Br -1.94766 -3.59703 -2.14675
C 2.74149 -3.42962 2.13565
C 2.10181 -2.79156 0.89902
C 1.62860 -3.85350 -0.08964
C 3.06762 -1.81550 0.25750
C 4.18788 -2.34311 -0.37706
C 5.16058 -1.53121 -0.92459
C 5.01832 -0.15986 -0.83775
C 3.91019 0.42130 -0.23218
C 3.85774 1.94026 -0.19222
C 4.18538 2.55198 -1.55894
C 4.84924 2.51322 0.82917
C 2.91498 -0.41629 0.31687
N 1.79934 0.14740 1.00903
B 0.35917 -0.12836 0.99109
N -0.15031 0.58506 2.14927
C 0.91567 1.20793 2.78806
C 2.05685 0.95010 2.13494
C -1.43903 0.60327 2.76738
C -1.72242 -0.39966 3.71342
C -2.93989 -0.37639 4.37200
C -3.87759 0.61270 4.10355
C -3.58423 1.58609 3.17520
C -2.36096 1.61440 2.49659
C -2.16487 2.80930 1.57249
C -1.24601 2.65770 0.36663
C -1.73544 4.02701 2.40089
C -0.70580 -1.48413 4.02508
C -1.33342 -2.86733 4.18960
C 0.09984 -1.12137 5.27728
H 2.01454 -4.07129 2.63917
H 3.07516 -2.66692 2.84364
H 3.60672 -4.04220 1.86419
H 1.21792 -2.26200 1.23244
H 2.46551 -4.43364 -0.49000
H 1.08446 -3.40707 -0.92294
H 0.94703 -4.54572 0.40602
H 4.29629 -3.41951 -0.43147
H 6.02412 -1.96266 -1.41691
H 5.78041 0.48018 -1.26621
H 2.84771 2.24010 0.08962
H 5.25593 2.48316 -1.77011
H 3.91584 3.60991 -1.57230
H 3.64784 2.05214 -2.36066
H 5.87164 2.25344 0.54084
H 4.68786 2.13734 1.83737
H 4.77423 3.60334 0.85799
H 0.76879 1.79117 3.68284
H 3.05636 1.24354 2.39400
H -3.17401 -1.15454 5.08818
H -4.84246 0.60088 4.59656
H -4.32180 2.34557 2.93895
H -3.16123 3.01150 1.16820
H -0.19024 2.63659 0.64216
H -1.39985 3.51848 -0.28988
H -1.49098 1.75513 -0.19426
H -0.73781 3.86196 2.81927
H -2.42263 4.21151 3.22881
H -1.69459 4.92222 1.77438
H -0.02017 -1.54295 3.17837
H -1.94253 -2.92849 5.09587
H -0.54375 -3.61899 4.27405
H -1.94129 -3.11723 3.32358
H -0.56214 -1.05863 6.14622
H 0.60622 -0.16194 5.16532
H 0.85751 -1.88424 5.47903
*
```

- Calculated total energy: -129708.282 eV
- HOMO-LUMO gap: 4.4 eV

Löwdin population analysis, charges in e, atoms 1 to 8:
1 Sr 1.2922
2 C -0.3148
3 C -0.3215
4 C -0.3259
5 C -0.3204
6 C -0.3189
7 C -0.0618
8 C -0.0559